DFT (ωB97M-V/def2-TZVPD) results for a molecular structure, C2H3N at a distorted geometry.

```
! wB97M-V def2-TZVPD RIJCOSX def2/J DEFGRID3
* xyz 0 1
N 0.183 -0.825 -1.242
C 0.583 -1.112 -0.090
C -0.217 0.242 -0.227
H -1.296 0.218 0.225
H 0.067 1.633 -0.453
H 1.220 -1.674 0.556
*
```

Calculated values
LUMO	1.12	eV
max |F|	0.0952	hartree/bohr
total energy	-3608.4623	eV
molecular weight	41.1	g/mol
HOMO-LUMO gap	0.397	Eh